No. 1
{
  "formula": "C5H12N2O",
  "method": "ωB97M-V/def2-TZVPD",
  "species": ["C", "C", "C", "C", "N", "C", "O", "N", "H", "H", "H", "H", "H", "H", "H", "H", "H", "H", "H", "H"],
  "coordinates": [[-0.713, -1.089, -0.035], [0.484, -0.114, -1.851], [-0.312, -2.496, -0.335], [-0.890, 1.918, 1.195], [-0.316, -0.041, -0.646], [0.362, 1.335, 0.595], [0.940, 0.118, 1.604], [1.217, 2.124, 0.098], [0.703, 0.240, 2.531], [-1.316, -0.920, 0.847], [2.019, 1.658, -0.316], [0.680, 0.903, -2.178], [1.434, -0.627, -1.678], [-0.073, -0.645, -2.622], [-0.603, -2.779, -1.349], [-0.783, -3.182, 0.364], [0.773, -2.593, -0.250], [-1.404, 2.546, 0.467], [-1.569, 1.123, 1.497], [-0.634, 2.521, 2.063]],
  "homo_lumo_gap_ev": 9.34,
  "de_lowest_kcal_mol": 90.31,
  "e_lumo_ev": 0.63,
  "largest_force_ev_per_a": 3.52
}



No. 2
{
  "formula": "C5H12N2O",
  "method": "ωB97M-V/def2-TZVPD",
  "species": ["C", "C", "C", "N", "C", "N", "C", "O", "H", "H", "H", "H", "H", "H", "H", "H", "H", "H", "H", "H"],
  "coordinates": [[0.547, -0.120, -0.337], [-0.319, 1.946, -1.313], [1.388, 0.453, 0.813], [-0.637, 0.669, -0.713], [0.100, -1.539, -0.067], [-1.605, 0.856, 0.295], [-0.391, -1.989, 1.081], [0.236, -2.320, -1.172], [-0.116, -3.202, -0.998], [1.163, -0.162, -1.240], [-2.027, -0.043, 0.506], [-1.201, 1.237, 1.157], [-1.252, 2.383, -1.663], [0.342, 1.786, -2.162], [0.154, 2.652, -0.615], [2.212, -0.221, 1.029], [0.800, 0.571, 1.720], [1.796, 1.421, 0.533], [-0.712, -3.012, 1.194], [-0.476, -1.367, 1.951]],
  "smiles": "C=C(O)[C@H](C)N(C)N",
  "homo_lumo_gap_ev": 9.37,
  "de_lowest_kcal_mol": 64.41,
  "e_lumo_ev": 0.86,
  "largest_force_ev_per_a": 0.37
}



No. 3
{
  "formula": "C5H12N2O",
  "method": "ωB97M-V/def2-TZVPD",
  "species": ["N", "C", "C", "N", "C", "C", "C", "O", "H", "H", "H", "H", "H", "H", "H", "H", "H", "H", "H", "H"],
  "coordinates": [[-2.882, -0.079, 1.026], [-2.522, 0.102, -0.327], [-1.062, 0.586, -0.480], [-0.133, -0.539, -0.593], [2.307, -0.840, -0.997], [1.180, -0.389, -0.093], [1.609, 0.607, 0.921], [0.582, 1.028, 1.836], [-3.117, -1.043, 1.246], [0.031, 0.231, 1.771], [-2.718, -0.816, -0.932], [-3.035, 0.999, -0.724], [-0.889, 1.304, -1.306], [-0.912, 1.350, 0.298], [-0.594, -1.288, -0.040], [2.993, -1.460, -0.418], [1.896, -1.389, -1.847], [2.861, 0.041, -1.369], [2.066, 1.494, 0.453], [2.340, 0.100, 1.575]],
  "homo_lumo_gap_ev": 4.29,
  "de_lowest_kcal_mol": 172.90,
  "e_lumo_ev": -2.07,
  "largest_force_ev_per_a": 3.22
}